(1)
84
Properties=species:S:1:pos:R:3 method="wB97M-V/def2-TZVPD" lumo_energy_ev="-9.9 / -7.3" gap_ev="1.37 / 3.96" energy_ev=-194838.0399 total_charge=+2
C -7.661 -2.953 1.801
C -6.469 -3.577 1.396
C -6.476 -4.950 1.071
C -7.697 -5.632 1.153
N -8.825 -5.026 1.531
C -8.824 -3.730 1.847
C -5.276 -2.807 1.310
C -4.157 -2.336 1.243
C -2.987 -1.643 1.047
C -3.055 -0.481 0.268
C -1.927 0.340 0.255
C -0.839 -0.099 0.990
C -0.751 -1.251 1.730
C -1.861 -2.091 1.744
Cd 0.942 0.972 0.500
P 0.902 1.503 -1.935
H -5.567 -5.469 0.761
H -7.683 -1.895 2.067
H -7.746 -6.692 0.900
H -9.768 -3.271 2.148
H -1.886 -3.021 2.317
H -3.977 -0.220 -0.249
H 0.136 -1.519 2.306
H -1.950 1.266 -0.327
C 2.544 2.133 -2.435
C 3.044 1.703 -3.809
H 3.232 1.781 -1.650
H 2.515 3.230 -2.343
H 4.005 2.192 -4.008
H 3.208 0.620 -3.855
H 2.353 1.982 -4.613
C 0.614 -0.177 -2.646
C -0.689 -0.398 -3.403
H 0.609 -0.835 -1.758
H 1.489 -0.478 -3.242
H -0.746 -1.455 -3.698
H -1.561 -0.188 -2.767
H -0.758 0.211 -4.314
C -0.360 2.645 -2.610
C -0.116 3.084 -4.054
H -0.403 3.503 -1.915
H -1.339 2.150 -2.526
H -0.958 3.698 -4.399
H 0.796 3.684 -4.154
H -0.039 2.223 -4.731
Br 1.448 0.575 3.087
P 3.057 -2.975 0.428
C 2.849 -2.277 -1.247
C 3.950 -2.749 -2.203
H 2.850 -1.179 -1.165
H 1.865 -2.596 -1.624
H 3.677 -2.546 -3.245
H 4.895 -2.231 -2.011
H 4.134 -3.826 -2.114
C 3.501 -1.601 1.535
C 4.467 -2.053 2.631
H 2.599 -1.158 1.997
H 3.955 -0.810 0.924
H 4.865 -1.189 3.171
H 3.982 -2.705 3.366
H 5.311 -2.601 2.201
C 1.398 -3.590 0.894
C 1.213 -5.090 0.617
H 0.649 -3.003 0.345
H 1.267 -3.387 1.967
H 0.303 -5.451 1.111
H 1.098 -5.295 -0.454
H 2.055 -5.682 0.996
C 1.016 4.043 4.050
N 1.363 4.921 2.957
C 2.261 5.973 3.040
C 2.247 6.600 1.835
N 1.325 5.943 1.043
C 0.994 6.310 -0.314
C 0.783 4.874 1.715
Se -0.475 3.701 1.105
H 1.696 3.185 4.115
H 0.005 3.661 3.886
H 1.049 4.618 4.986
H 2.804 6.193 3.941
H 2.799 7.454 1.479
H 0.901 7.399 -0.393
H 1.768 5.973 -1.016
H 0.041 5.846 -0.584

***

(2)
87
Properties=species:S:1:pos:R:3 method="wB97M-V/def2-TZVPD" lumo_energy_ev="-4.9 / -5.0" gap_ev="6.34 / 6.20" energy_ev=-132739.4200 total_charge=+1
Rh 0.092 -0.193 0.650
C 2.355 -3.255 1.222
C 1.031 -3.924 0.819
C 1.302 -5.144 -0.073
C 0.272 -4.340 2.089
P 0.085 -2.589 -0.043
C 0.930 -2.463 -1.686
N 1.730 -1.257 -1.643
B 1.706 -0.292 -0.612
N 2.351 0.872 -1.088
C 2.122 2.178 -0.491
P 0.358 2.178 0.073
C 0.380 3.423 1.456
C -1.063 3.741 1.877
C 1.140 4.705 1.106
C 1.088 2.724 2.631
C -0.633 2.698 -1.407
C -0.490 4.181 -1.740
C -2.104 2.354 -1.116
C -0.169 1.849 -2.600
C 2.837 0.588 -2.377
C 3.594 1.356 -3.247
C 3.922 0.808 -4.479
C 3.506 -0.473 -4.835
C 2.765 -1.252 -3.959
C 2.447 -0.710 -2.722
C -1.687 -3.000 -0.442
C -2.475 -2.995 0.879
C -1.875 -4.333 -1.163
C -2.186 -1.847 -1.332
H 2.991 -3.995 1.717
H 2.187 -2.428 1.917
H 2.902 -2.873 0.354
H 1.515 -5.998 0.575
H 2.177 -4.998 -0.708
H 0.459 -5.418 -0.706
H 0.946 -4.920 2.723
H -0.586 -4.972 1.856
H -0.067 -3.477 2.668
H 0.186 -2.401 -2.481
H 1.544 -3.342 -1.880
H 2.329 2.986 -1.190
H 2.740 2.319 0.393
H -1.590 4.332 1.127
H -1.044 4.322 2.803
H -1.639 2.830 2.071
H 0.620 5.321 0.375
H 2.150 4.507 0.742
H 1.238 5.294 2.022
H 0.686 1.733 2.829
H 0.951 3.328 3.532
H 2.164 2.624 2.463
H -0.967 4.817 -0.995
H -0.990 4.365 -2.696
H 0.553 4.489 -1.850
H -2.514 2.926 -0.284
H -2.231 1.294 -0.884
H -2.708 2.575 -2.002
H 0.813 2.150 -2.969
H -0.883 1.984 -3.418
H -0.135 0.779 -2.363
H 3.941 2.343 -2.963
H 4.526 1.381 -5.172
H 3.780 -0.872 -5.803
H 2.448 -2.253 -4.231
H -2.324 -3.915 1.442
H -3.543 -2.906 0.666
H -2.193 -2.172 1.527
H -1.609 -5.176 -0.524
H -1.289 -4.391 -2.084
H -2.929 -4.446 -1.430
H -1.868 -0.869 -0.961
H -3.278 -1.837 -1.344
H -1.838 -1.938 -2.362
Br -4.408 1.648 0.517
C -3.503 1.433 2.160
C -3.985 2.039 3.309
N -3.385 1.892 4.492
C -2.302 1.117 4.561
C -1.745 0.482 3.454
C -2.363 0.661 2.230
C -0.528 -0.387 3.627
O -0.295 -0.913 4.682
O 0.272 -0.490 2.578
H -4.876 2.655 3.277
H -1.845 0.987 5.537
H -1.988 0.189 1.330

***

(3)
97
Properties=species:S:1:pos:R:3 method="wB97M-V/def2-TZVPD" lumo_energy_ev=-3.1 gap_ev=8.05 energy_ev=-147382.6620 total_charge=+1
C 3.945 -0.470 3.819
C 3.685 -1.821 3.131
C 2.471 -1.819 2.230
O 2.774 -0.913 1.125
N 1.793 -0.938 0.162
C 2.011 -1.792 -1.035
C 3.268 -2.659 -0.938
C 4.557 -1.922 -1.257
Br 2.963 -4.098 -2.219
C 0.754 -0.147 0.371
N 0.776 0.742 1.386
C 0.616 2.139 0.911
C 1.851 2.513 0.099
C 3.226 2.428 0.774
O 4.091 1.607 0.009
C 4.709 2.250 -1.080
C 4.719 1.277 -2.246
F 3.481 0.766 -2.465
F 5.528 0.233 -2.032
F 5.109 1.888 -3.365
C 0.286 3.047 2.111
C 0.991 4.396 2.173
C 1.918 4.635 3.333
N 0.726 5.215 1.244
O -0.434 2.155 -0.044
C -1.159 1.021 -0.531
N -1.411 1.384 -1.933
C -1.117 2.781 -2.289
C 0.164 3.131 -2.999
O -1.923 3.609 -2.049
C -1.163 0.406 -2.983
C 0.234 0.076 -3.463
O -2.096 -0.127 -3.477
P -2.900 0.857 0.268
C -2.507 0.892 2.076
O -3.440 2.362 0.028
N -0.347 -0.241 -0.449
C -1.096 -1.515 -0.076
C -1.841 -2.283 -1.166
C -2.029 -3.725 -0.728
F -3.074 -1.732 -1.419
H 3.619 -0.484 4.860
H 3.424 0.349 3.309
H 5.006 -0.216 3.808
H 4.557 -2.153 2.558
H 3.500 -2.597 3.881
H 2.252 -2.814 1.830
H 1.575 -1.460 2.756
H 1.130 -2.402 -1.202
H 2.136 -1.107 -1.881
H 3.336 -3.149 0.032
H 4.413 -1.251 -2.109
H 4.869 -1.315 -0.401
H 5.358 -2.621 -1.498
H 1.621 0.666 1.945
H 1.667 3.504 -0.323
H 1.878 1.814 -0.747
H 3.650 3.432 0.903
H 3.194 1.972 1.772
H 4.159 3.138 -1.417
H 5.744 2.525 -0.847
H 0.429 2.495 3.045
H -0.784 3.245 2.029
H 2.168 5.693 3.428
H 1.462 4.300 4.270
H 2.841 4.054 3.212
H 1.217 6.102 1.370
H 0.041 2.982 -4.078
H 0.328 4.196 -2.830
H 1.027 2.563 -2.658
H 0.252 0.147 -4.553
H 0.409 -0.974 -3.210
H 1.032 0.672 -3.025
H -1.569 0.407 2.355
H -2.523 1.911 2.469
H -3.330 0.351 2.557
H -2.842 3.091 0.247
H -1.729 -1.349 0.802
H -0.326 -2.215 0.246
H -1.250 -2.246 -2.091
H -2.411 -3.778 0.297
H -1.078 -4.266 -0.764
H -2.741 -4.212 -1.395
C -7.256 -4.055 -1.945
C -6.517 -2.880 -1.891
C -6.321 -2.236 -0.679
C -6.874 -2.798 0.458
C -7.612 -3.968 0.432
C -7.803 -4.596 -0.788
N -6.654 -2.127 1.754
O -6.030 -1.081 1.736
O -7.091 -2.656 2.755
H -7.408 -4.552 -2.895
H -6.093 -2.459 -2.792
H -5.749 -1.323 -0.614
H -8.027 -4.368 1.345
H -8.381 -5.509 -0.835

***

(4)
92
Properties=species:S:1:pos:R:3 method="wB97M-V/def2-TZVPD" lumo_energy_ev=-2.2 gap_ev=9.47 energy_ev=-187163.5066 total_charge=+1
C 7.968 2.486 1.721
C 7.113 1.981 0.541
C 5.929 1.121 1.049
C 6.380 -0.339 1.279
C 5.766 -1.307 0.250
C 4.273 -1.507 0.562
C 3.642 -2.639 -0.242
C 3.478 -2.357 -1.741
C 2.694 -1.078 -2.086
C 1.263 -1.335 -2.563
C 0.273 -1.484 -1.401
C -1.217 -1.317 -1.879
C -1.642 0.050 -1.531
N -1.204 1.181 -2.114
C -1.775 2.282 -1.526
C -1.551 3.723 -1.890
C -0.015 3.950 -2.098
C -2.136 4.680 -0.857
C -1.345 4.767 0.457
C -2.607 1.825 -0.556
N -2.505 0.433 -0.607
C -3.326 -0.346 0.310
O -3.246 0.261 1.559
C -4.110 -0.300 2.494
C -3.565 -0.819 3.653
C -4.369 -1.361 4.645
C -5.751 -1.362 4.473
C -6.291 -0.843 3.304
C -5.482 -0.320 2.307
H 7.704 1.910 2.608
H 9.031 2.330 1.546
H 7.798 3.537 1.940
H 7.705 1.326 -0.099
H 6.745 2.806 -0.066
H 5.166 1.178 0.270
H 5.562 1.539 1.985
H 6.029 -0.667 2.258
H 7.465 -0.401 1.208
H 6.287 -2.264 0.260
H 5.853 -0.847 -0.739
H 4.172 -1.707 1.630
H 3.797 -0.540 0.393
H 2.702 -2.961 0.214
H 4.313 -3.497 -0.149
H 2.964 -3.200 -2.209
H 4.464 -2.330 -2.203
H 3.215 -0.581 -2.906
H 2.664 -0.362 -1.264
H 0.951 -0.469 -3.159
H 1.187 -2.234 -3.176
H 0.378 -2.471 -0.959
H 0.464 -0.718 -0.646
H -1.804 -2.056 -1.341
H -1.237 -1.489 -2.951
H -0.548 1.217 -2.879
H -2.036 3.931 -2.846
H 0.530 3.115 -1.659
H 0.321 4.879 -1.654
H 0.185 3.928 -3.168
H -3.173 4.445 -0.613
H -2.175 5.676 -1.298
H -0.505 5.456 0.403
H -2.000 5.124 1.250
H -0.968 3.793 0.773
H -3.222 2.375 0.126
H -4.353 -0.266 -0.060
H -3.084 -1.409 0.312
H -2.483 -0.813 3.780
H -3.892 -1.770 5.524
H -6.376 -1.779 5.249
H -7.369 -0.854 3.206
H -5.911 0.072 1.391
C -2.051 -4.301 1.659
Cl -1.494 -5.252 3.027
Cl -1.009 -2.891 1.414
Cl -2.118 -5.277 0.189
H -3.051 -3.947 1.876
C -3.476 -2.649 -5.531
Cl -3.103 -1.121 -4.711
Cl -2.298 -2.972 -6.795
Cl -3.531 -3.969 -4.364
H -4.452 -2.553 -5.988
C 1.237 -0.572 3.979
Cl -0.525 -0.757 4.068
Cl 1.726 -0.197 2.322
Cl 1.796 0.663 5.096
H 1.690 -1.515 4.256
C -6.392 0.874 -1.679
Cl -6.796 -0.820 -1.389
Cl -7.211 1.481 -3.111
Cl -6.777 1.863 -0.263
H -5.324 0.940 -1.852

***

(5)
103
Properties=species:S:1:pos:R:3 method="wB97M-V/def2-TZVPD" lumo_energy_ev="-1.0 / -1.0" s_squared=0.7860 multiplicity=2 gap_ev="4.99 / 5.93" energy_ev=-249152.0847
Ti 15.081 10.037 8.991
C 16.016 10.996 15.708
C 16.886 10.435 14.471
N 17.293 11.427 13.541
C 18.105 12.631 14.017
C 19.583 12.441 14.028
C 17.246 11.137 12.148
C 15.736 11.408 11.724
N 15.790 11.394 10.260
C 16.475 12.332 9.550
C 16.726 12.265 8.176
F 15.942 11.262 7.531
C 17.345 13.257 7.445
F 17.128 13.377 6.110
C 18.024 14.333 8.029
C 17.881 14.394 9.404
F 18.600 15.247 10.220
C 16.991 13.538 10.091
F 16.631 13.962 11.362
H 15.715 10.232 16.461
H 16.521 11.766 16.244
H 15.195 11.461 15.236
H 17.683 9.836 14.975
H 16.330 9.629 14.021
H 17.846 13.558 13.509
H 17.732 12.673 15.056
H 20.004 12.585 12.992
H 20.034 13.098 14.765
H 19.910 11.422 14.396
H 18.125 11.725 11.587
H 17.292 10.053 12.091
H 15.154 10.566 12.052
H 15.434 12.418 12.113
H 18.393 15.134 7.420
Se 13.137 11.257 8.622
Te 11.749 9.223 8.091
Te 14.184 8.429 6.545
Se 16.298 8.089 7.964
C 13.156 6.498 9.919
N 14.415 6.691 10.610
C 15.175 5.572 10.862
C 16.464 5.682 11.324
C 16.979 7.017 11.548
N 16.113 8.045 11.528
C 14.967 7.955 10.818
O 14.326 8.993 10.582
N 18.303 7.216 11.827
H 12.380 7.264 10.153
H 12.817 5.488 10.102
H 13.229 6.605 8.822
H 14.650 4.645 10.525
H 17.094 4.792 11.431
H 19.055 6.534 11.778
H 18.543 8.104 12.299
C 4.714 12.590 12.468
C 6.074 13.019 12.889
S 6.364 12.280 14.513
O 5.295 12.586 15.429
O 6.645 10.870 14.320
C 7.862 13.036 15.113
C 8.252 12.911 16.592
N 9.703 13.335 16.832
C 10.639 12.687 17.682
N 11.653 13.414 18.102
C 11.475 14.657 17.482
C 10.294 14.615 16.722
N 9.880 15.711 16.030
O 8.820 15.793 15.414
O 10.771 16.663 16.136
C 10.521 11.287 18.102
H 4.711 11.614 12.858
H 4.508 12.518 11.412
H 3.881 13.132 12.926
H 6.158 14.123 12.949
H 6.912 12.687 12.364
H 7.783 14.171 15.064
H 8.575 12.552 14.462
H 8.072 11.915 16.952
H 7.598 13.575 17.286
H 12.126 15.485 17.655
H 11.516 11.085 18.587
H 10.395 10.623 17.268
H 9.712 11.018 18.801
C 21.733 4.500 8.405
N 21.283 5.722 9.067
C 19.931 6.102 8.727
C 21.494 5.619 10.493
O 20.667 5.530 11.383
N 22.889 5.473 10.680
C 23.435 5.071 11.943
C 23.772 6.375 9.948
H 22.449 4.017 9.108
H 22.301 4.734 7.517
H 20.889 3.859 8.033
H 19.727 6.019 7.686
H 19.700 7.068 9.091
H 19.231 5.492 9.332
H 23.938 5.886 12.409
H 24.084 4.193 11.913
H 22.690 4.600 12.577
H 23.274 6.736 9.111
H 24.691 5.823 9.670
H 24.122 7.187 10.584